No. 1
Formula: C22H37BeBrClFLiMgN2O10S
Source: the Open Molecules 2025 dataset
Level of theory: ωB97M-V/def2-TZVPD

* E_HOMO: -8.64 eV
* DFT total energy: -5476.24410 Eh
* frontier orbital gap: 1.89 eV

```
! wB97M-V def2-TZVPD RIJCOSX def2/J DEFGRID3
* xyz 1 1
C -1.99 5.49 -5.79
C -1.75 4.16 -5.02
C -1.48 4.36 -3.51
C 0.00 4.27 -3.09
O 0.19 3.22 -2.18
C 0.44 3.62 -0.84
S -0.67 4.89 -0.20
C 1.90 4.12 -0.72
N 2.70 3.36 0.28
C 3.25 2.05 -0.24
C 4.54 2.23 -1.05
C 4.27 1.77 -2.47
F 5.46 1.69 -3.16
C 1.93 3.14 1.54
C 0.57 2.51 1.25
O 0.71 1.21 1.68
C -0.52 0.57 2.06
C -0.36 -0.92 1.82
O 0.24 2.43 -0.13
H -1.85 6.35 -5.14
H -2.98 5.48 -6.24
H -1.29 5.58 -6.62
H -0.93 3.61 -5.53
H -2.62 3.53 -5.16
H -1.96 5.26 -3.14
H -1.96 3.51 -3.02
H 0.42 5.22 -2.77
H 0.57 3.99 -3.99
H -1.94 4.17 -0.01
H 1.94 5.18 -0.48
H 2.40 4.01 -1.68
H 3.49 3.95 0.52
H 3.48 1.45 0.64
H 2.46 1.54 -0.79
H 4.93 3.25 -1.00
H 5.28 1.56 -0.63
H 3.59 2.44 -3.01
H 3.84 0.77 -2.41
H 1.79 4.10 2.04
H 2.49 2.52 2.23
H -0.21 2.98 1.85
H -1.38 0.94 1.50
H -0.73 0.81 3.11
H 0.39 -1.03 1.03
H -0.09 -1.42 2.74
H -1.30 -1.31 1.43
N 0.01 -4.37 1.99
C -0.68 -5.48 2.23
C -0.70 -6.58 1.39
C 0.05 -6.52 0.22
C 0.78 -5.37 -0.05
C 0.72 -4.32 0.87
H -1.25 -5.48 3.16
H -1.28 -7.46 1.64
H 0.07 -7.36 -0.47
H 1.38 -5.28 -0.94
H 1.29 -3.38 0.70
Cl 2.70 -1.95 0.69
C -5.17 -4.30 5.08
C -5.08 -5.81 5.27
O -3.69 -6.10 5.06
C -2.99 -4.89 5.35
O -1.83 -4.83 5.46
O -3.87 -3.88 5.49
H -5.94 -3.85 5.69
H -5.32 -4.01 4.04
H -5.38 -6.13 6.27
H -5.71 -6.35 4.55
C 5.60 -1.33 -3.49
O 6.08 -1.32 -2.36
O 4.55 -1.93 -3.83
O 6.07 -0.72 -4.48
Li 0.72 3.03 -5.25
Be 2.04 5.88 -5.12
Br -3.25 3.53 1.28
Mg -4.74 -7.25 3.41
O -6.42 -9.00 5.05
H -6.02 -9.80 5.43
*
```

Calculated atomic charges, method Löwdin, unit e:
1. C -0.083
2. C -0.239
3. C -0.151
4. C -0.331
5. O -0.109
6. C -0.801
7. S 0.770
8. C -0.065
9. N -0.050
10. C -0.078
11. C -0.114
12. C -0.213
13. F -0.027
14. C -0.002
15. C -0.382
16. O -0.093
17. C -0.229
18. C -0.100
19. O -0.020
20. H 0.076
21. H 0.078
22. H 0.061
23. H 0.042
24. H 0.112
25. H 0.118
26. H 0.129
27. H 0.084
28. H -0.056
29. H -0.310
30. H 0.125
31. H 0.126
32. H 0.182
33. H 0.129
34. H 0.141
35. H 0.123
36. H 0.132
37. H 0.108
38. H 0.127
39. H 0.147
40. H 0.151
41. H 0.127
42. H 0.086
43. H 0.122
44. H -0.007
45. H 0.068
46. H 0.068
47. N 0.081
48. C -0.184
49. C -0.110
50. C -0.088
51. C -0.047
52. C -0.168
53. H 0.066
54. H 0.075
55. H 0.103
56. H 0.108
57. H -0.103
58. Cl -0.285
59. C -0.073
60. C -0.169
61. O -0.056
62. C -0.502
63. O 0.256
64. O 0.115
65. H 0.155
66. H 0.146
67. H 0.167
68. H 0.033
69. C -0.924
70. O 0.233
71. O 0.266
72. O 0.259
73. Li 0.658
74. Be 0.414
75. Br -0.259
76. Mg 1.301
77. O -0.367
78. H -0.071


No. 2
Formula: C19H13N4O12Zn
Source: the Open Molecules 2025 dataset
Level of theory: ωB97M-V/def2-TZVPD

* E_HOMO (alpha / beta): -6.37 / -6.37 eV
* relative energy (zero: lowest compared OMol25 entry of this formula, charge and spin): 0.0 kJ/mol
* DFT total energy: -3633.12646 Eh
* frontier orbital gap (alpha / beta): 7.67 / 7.69 eV

```
! wB97M-V def2-TZVPD RIJCOSX def2/J DEFGRID3
* xyz -1 1
Zn -0.40 -1.08 -0.07
O 1.17 -0.87 3.65
C 0.74 -1.14 2.50
O -0.45 -0.81 1.98
C 1.68 -1.99 1.65
C 2.91 -2.48 2.14
C 3.74 -3.15 1.27
C 3.39 -3.28 -0.07
C 2.13 -2.79 -0.50
N 1.35 -2.17 0.39
H 3.13 -2.39 3.19
H 4.69 -3.51 1.67
H 4.07 -3.74 -0.81
H 1.83 -2.90 -1.50
C -3.74 -0.16 1.70
C -3.58 -0.95 0.49
N -2.50 -0.97 -0.26
C -2.79 -1.81 -1.33
C -4.08 -2.34 -1.17
N -4.58 -1.71 -0.09
C -4.91 -3.26 -1.96
O -4.45 -3.59 -3.12
O -5.97 -3.65 -1.46
C -1.78 -2.09 -2.36
O -2.10 -2.56 -3.50
O -0.56 -1.97 -1.94
H -2.79 -0.06 2.22
H -4.58 -0.47 2.34
H -3.89 0.92 1.40
H -5.50 -1.91 0.27
H -3.56 -3.23 -3.39
O -2.22 0.86 -5.19
O -2.43 1.75 -5.99
O 0.37 2.21 -1.87
C 0.71 1.84 -0.73
O 0.21 0.83 -0.12
C 1.67 2.71 0.10
C 2.15 2.28 1.32
C 2.79 3.22 2.15
C 3.07 4.44 1.68
C 2.73 4.81 0.40
C 2.12 3.96 -0.46
N 3.14 6.12 -0.06
O 3.83 6.81 0.79
O 2.82 6.54 -1.17
H 1.91 1.27 1.77
H 3.08 2.97 3.18
H 3.57 5.17 2.33
H 1.87 4.30 -1.45
*
```

Calculated atomic charges, method Löwdin, unit e:
1. Zn 0.729
2. O -0.001
3. C -0.537
4. O -0.121
5. C -0.173
6. C 0.004
7. C -0.073
8. C -0.044
9. C -0.068
10. N 0.061
11. H 0.117
12. H 0.108
13. H 0.110
14. H 0.099
15. C 0.001
16. C -0.322
17. N 0.135
18. C -0.092
19. C -0.084
20. N 0.179
21. C -0.498
22. O 0.148
23. O 0.073
24. C -0.516
25. O 0.003
26. O -0.054
27. H 0.072
28. H 0.088
29. H 0.111
30. H 0.167
31. H 0.064
32. O 0.012
33. O -0.013
34. O 0.007
35. C -0.576
36. O -0.099
37. C -0.080
38. C 0.012
39. C -0.066
40. C -0.044
41. C -0.187
42. C 0.080
43. N -0.297
44. O -0.005
45. O 0.076
46. H 0.131
47. H 0.114
48. H 0.123
49. H 0.126


No. 3
Formula: C11H15ClO3
Source: the Open Molecules 2025 dataset
Level of theory: ωB97M-V/def2-TZVPD

* E_HOMO (alpha / beta): -7.95 / -8.28 eV
* relative energy (zero: lowest compared OMol25 entry of this formula, charge and spin): 450.7 kJ/mol
* DFT total energy: -1113.92400 Eh
* frontier orbital gap (alpha / beta): 7.45 / 7.54 eV

```
! wB97M-V def2-TZVPD RIJCOSX def2/J DEFGRID3
* xyz 0 1
C -1.85 -0.60 0.40
C -2.29 0.67 0.60
C -1.14 -1.55 0.10
C -2.97 1.39 -0.49
C 3.68 0.97 -0.02
C -2.39 1.25 1.98
C -0.63 -2.88 -0.13
C -3.02 0.68 -1.82
C 4.55 2.19 0.14
C 1.85 -0.22 0.93
C 0.87 0.00 -0.17
O -3.45 2.50 -0.32
O 3.72 0.20 -0.95
O 2.83 0.84 1.00
Cl 0.05 1.48 -0.13
H -1.47 1.11 2.53
H -2.63 2.31 1.90
H -3.19 0.76 2.53
H 0.12 -3.14 0.62
H -0.17 -2.95 -1.12
H -1.44 -3.61 -0.08
H -3.56 -0.25 -1.72
H -2.01 0.45 -2.16
H -3.52 1.31 -2.55
H 4.39 2.63 1.12
H 4.28 2.90 -0.64
H 5.59 1.92 0.00
H 2.37 -1.17 0.77
H 1.38 -0.20 1.92
H 1.12 -0.34 -1.16
*
```

Calculated atomic charges, method Löwdin, unit e:
1. C -0.075
2. C -0.348
3. C -0.062
4. C -0.473
5. C -0.555
6. C -0.052
7. C -0.089
8. C -0.014
9. C 0.028
10. C -0.225
11. C -0.497
12. O 0.070
13. O 0.104
14. O -0.033
15. Cl 0.882
16. H 0.075
17. H 0.079
18. H 0.091
19. H 0.082
20. H 0.084
21. H 0.086
22. H 0.088
23. H 0.076
24. H 0.084
25. H 0.083
26. H 0.094
27. H 0.090
28. H 0.129
29. H 0.126
30. H 0.072


Copy entry 2 word for word.
Formula: C19H13N4O12Zn
Source: the Open Molecules 2025 dataset
Level of theory: ωB97M-V/def2-TZVPD

* E_HOMO (alpha / beta): -6.37 / -6.37 eV
* relative energy (zero: lowest compared OMol25 entry of this formula, charge and spin): 0.0 kJ/mol
* DFT total energy: -3633.12646 Eh
* frontier orbital gap (alpha / beta): 7.67 / 7.69 eV

```
! wB97M-V def2-TZVPD RIJCOSX def2/J DEFGRID3
* xyz -1 1
Zn -0.40 -1.08 -0.07
O 1.17 -0.87 3.65
C 0.74 -1.14 2.50
O -0.45 -0.81 1.98
C 1.68 -1.99 1.65
C 2.91 -2.48 2.14
C 3.74 -3.15 1.27
C 3.39 -3.28 -0.07
C 2.13 -2.79 -0.50
N 1.35 -2.17 0.39
H 3.13 -2.39 3.19
H 4.69 -3.51 1.67
H 4.07 -3.74 -0.81
H 1.83 -2.90 -1.50
C -3.74 -0.16 1.70
C -3.58 -0.95 0.49
N -2.50 -0.97 -0.26
C -2.79 -1.81 -1.33
C -4.08 -2.34 -1.17
N -4.58 -1.71 -0.09
C -4.91 -3.26 -1.96
O -4.45 -3.59 -3.12
O -5.97 -3.65 -1.46
C -1.78 -2.09 -2.36
O -2.10 -2.56 -3.50
O -0.56 -1.97 -1.94
H -2.79 -0.06 2.22
H -4.58 -0.47 2.34
H -3.89 0.92 1.40
H -5.50 -1.91 0.27
H -3.56 -3.23 -3.39
O -2.22 0.86 -5.19
O -2.43 1.75 -5.99
O 0.37 2.21 -1.87
C 0.71 1.84 -0.73
O 0.21 0.83 -0.12
C 1.67 2.71 0.10
C 2.15 2.28 1.32
C 2.79 3.22 2.15
C 3.07 4.44 1.68
C 2.73 4.81 0.40
C 2.12 3.96 -0.46
N 3.14 6.12 -0.06
O 3.83 6.81 0.79
O 2.82 6.54 -1.17
H 1.91 1.27 1.77
H 3.08 2.97 3.18
H 3.57 5.17 2.33
H 1.87 4.30 -1.45
*
```

Calculated atomic charges, method Löwdin, unit e:
1. Zn 0.729
2. O -0.001
3. C -0.537
4. O -0.121
5. C -0.173
6. C 0.004
7. C -0.073
8. C -0.044
9. C -0.068
10. N 0.061
11. H 0.117
12. H 0.108
13. H 0.110
14. H 0.099
15. C 0.001
16. C -0.322
17. N 0.135
18. C -0.092
19. C -0.084
20. N 0.179
21. C -0.498
22. O 0.148
23. O 0.073
24. C -0.516
25. O 0.003
26. O -0.054
27. H 0.072
28. H 0.088
29. H 0.111
30. H 0.167
31. H 0.064
32. O 0.012
33. O -0.013
34. O 0.007
35. C -0.576
36. O -0.099
37. C -0.080
38. C 0.012
39. C -0.066
40. C -0.044
41. C -0.187
42. C 0.080
43. N -0.297
44. O -0.005
45. O 0.076
46. H 0.131
47. H 0.114
48. H 0.123
49. H 0.126